No. 1
A cluster of 2 separate species, C5H6NO3 in total in a non-equilibrium geometry. Source: the Open Molecules 2025 dataset; level of theory: wB97M-V/def2-TZVPD.

The geometry in ORCA input format:
```
! RIJCOSX wB97M-V def2-TZVPD def2/J DEFGRID3
* xyz 1 1
C 0.815 0.017 1.589
C 0.044 -0.665 2.424
C -0.828 -0.885 0.497
C 0.795 0.102 -1.776
C 0.423 1.468 -1.806
N 0.248 -0.148 0.305
O 1.203 -0.885 -2.071
O -0.985 -1.248 1.748
O -1.628 -1.208 -0.457
H 1.820 0.448 1.764
H -0.019 -0.655 3.499
H 0.561 1.911 -2.827
H 0.725 2.025 -0.835
H -0.735 1.536 -1.719
H -2.440 -1.813 -0.337
*
```

Results
E_HOMO = -13.27 eV
Relative energy (zero: lowest compared OMol25 entry of this formula, charge and spin) = 0.00 kcal per mole
E_tot = -474.2881 Ha

=====

No. 2
A structure of composition C36H29AsClN5OOsS2. Source: the Open Molecules 2025 dataset; level of theory: wB97M-V/def2-TZVPD.

The geometry in ORCA input format:
```
! RIJCOSX wB97M-V def2-TZVPD def2/J DEFGRID3
* xyz 2 5
Os 0.879 -0.727 -0.608
N 1.158 -5.018 -1.105
C 1.273 -3.713 -0.933
S -0.136 -2.778 -0.493
N 2.508 -3.210 -1.090
N 2.592 -1.897 -0.912
C 3.829 -1.412 -0.997
C 4.221 -0.084 -0.829
C 5.631 0.155 -0.889
C 6.155 1.386 -0.687
C 5.286 2.485 -0.412
C 3.939 2.323 -0.361
C 3.339 1.052 -0.585
O 2.061 1.000 -0.557
H 0.270 -5.481 -1.006
H 1.975 -5.562 -1.344
H 4.598 -2.151 -1.198
H 6.279 -0.689 -1.090
H 7.223 1.543 -0.728
H 5.711 3.466 -0.246
H 3.271 3.151 -0.163
Cl 3.416 1.950 4.383
C 2.872 0.467 3.702
C 3.030 -0.731 4.376
C 2.571 -1.889 3.770
C 1.982 -1.803 2.521
N 1.835 -0.644 1.873
C 2.268 0.475 2.454
H 3.500 -0.753 5.350
H 2.672 -2.848 4.259
H 1.606 -2.687 2.019
H 2.127 1.405 1.918
C 0.227 4.047 3.109
C -0.442 2.982 3.695
C -0.870 1.915 2.916
C -0.613 1.922 1.551
C 0.056 2.988 0.956
C 0.468 4.056 1.740
As -1.084 0.423 0.452
C -2.240 -0.745 1.428
C -1.924 -1.553 2.508
C -2.909 -2.370 3.046
C -4.183 -2.379 2.488
C -4.489 -1.579 1.396
C -3.515 -0.750 0.853
C -3.693 0.162 -0.305
C -4.867 0.340 -1.028
C -4.903 1.253 -2.073
C -3.777 1.998 -2.409
C -2.592 1.818 -1.707
C -2.565 0.904 -0.668
H 0.555 4.878 3.718
H -0.638 2.984 4.759
H -1.405 1.092 3.373
H 0.261 2.986 -0.108
H 0.972 4.898 1.285
H -0.926 -1.544 2.933
H -2.687 -2.998 3.898
H -4.948 -3.015 2.912
H -5.488 -1.601 0.981
H -5.761 -0.213 -0.769
H -5.824 1.400 -2.621
H -3.827 2.725 -3.208
H -1.710 2.390 -1.967
S 0.489 0.294 -2.946
C -0.949 -0.242 -3.737
N -1.162 0.250 -4.982
C -2.256 -0.007 -5.732
C -3.240 -0.814 -5.242
C -3.066 -1.362 -3.967
C -1.937 -1.089 -3.228
H -0.443 0.859 -5.354
H -2.287 0.458 -6.706
H -4.117 -1.020 -5.836
H -3.828 -2.008 -3.552
H -1.806 -1.511 -2.246
*
```

Results
E_HOMO (alpha / beta) = -12.28 / -13.27 eV
Relative energy (zero: lowest compared OMol25 entry of this formula, charge and spin) = 0.00 kcal per mole
<S²> = 6.066
E_tot = -5320.7955 Ha